88
Properties=species:S:1:pos:R:3:mulliken_charge:R:1 method="wB97M-V/def2-TZVPD" e_tot_ha=-3047.2108 homo_lumo_gap_ev=8.62 homo_ev=-9.6 smiles="CCCOCc1cccc2c1C(=O)c1c(cc(C(F)(F)C(F)(F)C(F)(F)C(F)(F)F)c(CCCOC)c1CCCP(=O)(OCC)OCC)C2=O" e_lumo_ev=-0.99
C -6.983 5.852 1.055 -1.217
C -5.635 5.779 0.333 -0.350
C -4.616 4.935 1.087 -0.677
O -3.792 4.233 0.166 -0.455
C -3.174 3.090 0.710 -0.437
C -3.972 1.831 0.453 0.533
C -5.308 1.901 0.089 -0.228
C -6.057 0.759 -0.152 -0.877
C -5.484 -0.496 -0.042 -0.918
C -4.141 -0.586 0.285 0.644
C -3.384 0.561 0.534 -0.041
C -1.949 0.384 0.909 -0.173
O -1.411 1.115 1.711 -0.568
C -1.248 -0.758 0.241 0.479
C -2.022 -1.888 -0.018 0.486
C -1.463 -2.990 -0.624 -0.834
C -0.132 -2.972 -1.010 0.509
C 0.487 -4.184 -1.675 1.237
F 1.495 -4.672 -0.895 -0.338
F 1.052 -3.849 -2.880 -0.301
C -0.397 -5.426 -1.999 0.198
F -1.053 -5.836 -0.890 -0.269
F 0.442 -6.419 -2.355 -0.323
C -1.391 -5.229 -3.202 0.743
F -0.784 -5.642 -4.332 -0.301
F -1.720 -3.927 -3.352 -0.252
C -2.714 -6.034 -3.078 0.548
F -3.463 -5.794 -4.157 -0.255
F -3.407 -5.668 -1.988 -0.189
F -2.444 -7.349 -3.009 -0.261
C 0.666 -1.847 -0.765 0.669
C 2.126 -1.792 -1.161 -0.786
C 2.420 -1.379 -2.622 -0.736
C 1.359 -0.501 -3.294 -0.105
O 1.905 0.281 -4.338 -0.475
C 2.526 1.469 -3.907 -0.614
C 0.099 -0.729 -0.125 -0.447
C 0.948 0.482 0.177 -1.538
C 1.725 0.312 1.493 -1.005
C 3.004 1.163 1.522 -0.996
P 4.227 0.484 2.662 0.797
O 3.820 -0.742 3.372 -0.750
O 4.562 1.729 3.580 -0.297
C 5.212 1.472 4.846 -0.152
C 5.770 2.777 5.366 -1.266
O 5.553 0.320 1.785 -0.381
C 5.923 -1.002 1.323 -0.125
C 6.596 -0.866 -0.025 -1.175
C -3.463 -1.910 0.368 -0.135
O -4.029 -2.926 0.697 -0.594
H -7.598 4.982 0.825 0.303
H -7.540 6.733 0.735 0.365
H -6.857 5.928 2.135 0.328
H -5.244 6.785 0.182 0.416
H -5.769 5.340 -0.656 0.270
H -3.989 5.562 1.728 0.394
H -5.135 4.222 1.741 0.423
H -2.196 2.992 0.239 0.205
H -2.995 3.221 1.779 0.358
H -5.781 2.866 -0.035 0.330
H -7.097 0.850 -0.435 0.434
H -6.047 -1.401 -0.218 0.542
H -2.098 -3.848 -0.765 0.740
H 2.633 -1.088 -0.506 -0.180
H 2.587 -2.756 -0.962 0.746
H 2.583 -2.250 -3.251 0.294
H 3.359 -0.820 -2.629 0.356
H 0.608 -1.133 -3.770 0.124
H 0.853 0.147 -2.574 0.230
H 1.996 1.909 -3.055 0.215
H 2.512 2.171 -4.737 0.288
H 3.570 1.309 -3.616 0.253
H 0.312 1.363 0.228 0.695
H 1.654 0.658 -0.633 0.391
H 1.085 0.572 2.333 0.626
H 1.981 -0.741 1.620 0.690
H 2.772 2.168 1.877 0.523
H 3.447 1.267 0.532 0.486
H 4.471 1.066 5.533 0.290
H 6.004 0.734 4.715 0.293
H 4.977 3.427 5.729 0.299
H 6.363 3.289 4.612 0.327
H 6.422 2.555 6.213 0.391
H 5.038 -1.630 1.248 0.302
H 6.601 -1.424 2.063 0.310
H 7.488 -0.249 0.037 0.345
H 6.855 -1.861 -0.390 0.394
H 5.897 -0.433 -0.741 0.201

***

80
Properties=species:S:1:pos:R:3:mulliken_charge:R:1 method="wB97M-V/def2-TZVPD" e_tot_ha=-3986.1235 homo_lumo_gap_ev=7.68 charge=+2 homo_ev=-13.5 e_lumo_ev=-5.86
Ga 0.289 -0.327 1.369 0.285
C 4.999 0.491 -3.955 -1.571
C 4.271 -0.769 -3.463 1.917
C 2.844 -0.752 -4.012 -2.005
C 4.990 -2.011 -4.009 -1.608
C 4.320 -0.793 -1.945 0.329
C 5.588 -0.842 -1.335 -0.613
C 5.762 -0.881 0.029 -1.550
C 4.628 -0.861 0.825 0.946
S 4.521 -0.906 2.561 -0.286
C 2.809 -0.833 2.434 0.807
N 2.339 -0.781 1.195 -0.120
C 3.344 -0.800 0.254 -0.740
C 3.195 -0.763 -1.134 0.096
C 1.927 -0.838 3.585 -0.140
C 2.390 -1.029 4.885 -0.895
C 1.486 -1.076 5.931 -0.852
C 0.128 -0.948 5.688 -0.749
C -0.342 -0.734 4.396 -0.126
C 0.556 -0.672 3.348 0.645
H 4.957 0.536 -5.040 0.458
H 6.044 0.491 -3.662 0.349
H 4.530 1.388 -3.556 0.365
H 2.883 -0.737 -5.097 0.441
H 2.305 0.136 -3.688 0.370
H 2.294 -1.642 -3.714 0.400
H 4.934 -2.020 -5.095 0.456
H 4.527 -2.922 -3.637 0.386
H 6.040 -2.022 -3.733 0.351
H 6.471 -0.855 -1.951 0.450
H 6.744 -0.934 0.470 0.437
H 2.189 -0.723 -1.534 0.595
H 3.449 -1.138 5.067 0.469
H 1.839 -1.217 6.941 0.436
H -0.576 -1.006 6.503 0.428
H -1.404 -0.621 4.220 0.466
C 0.504 5.051 0.256 -1.189
N 0.525 3.737 0.882 0.045
C 1.432 3.658 2.009 -1.191
C 0.002 2.625 0.335 0.626
N 0.601 1.439 0.573 -0.045
N -1.094 2.673 -0.431 0.197
C -2.096 3.718 -0.350 -1.265
C -1.409 1.614 -1.367 -0.999
H 1.531 5.420 0.205 0.413
H -0.086 5.761 0.841 0.363
H 0.117 4.995 -0.755 0.382
H 1.295 4.551 2.617 0.405
H 2.479 3.620 1.691 0.375
H 1.212 2.787 2.633 0.418
H 1.577 1.593 0.819 0.348
H -1.972 4.298 0.559 0.412
H -3.082 3.248 -0.333 0.390
H -2.063 4.382 -1.215 0.404
H -0.591 0.897 -1.417 0.165
H -1.555 2.054 -2.357 0.441
H -2.327 1.098 -1.082 0.329
C -3.888 -0.002 1.579 -1.299
C -2.518 0.125 1.453 -0.380
N -1.746 -0.866 0.991 0.275
C -2.310 -2.032 0.671 -0.074
C -3.687 -2.256 0.766 -0.298
C -4.481 -1.204 1.237 0.086
C -4.280 -3.561 0.485 -0.713
C -5.423 -3.752 -0.180 -0.328
C -6.144 -2.723 -0.929 0.118
C -5.484 -1.749 -1.684 -0.226
C -6.292 -0.896 -2.420 -0.348
N -7.610 -0.959 -2.371 -0.534
C -8.140 -1.898 -1.610 -0.126
N -7.472 -2.794 -0.911 -0.539
H -4.480 0.813 1.961 0.567
H -1.999 1.036 1.735 0.651
H -1.644 -2.810 0.317 0.627
H -5.541 -1.350 1.357 0.603
H -3.751 -4.410 0.895 0.479
H -5.873 -4.735 -0.220 0.441
H -4.407 -1.696 -1.731 0.517
H -5.879 -0.145 -3.079 0.425
H -9.220 -1.941 -1.562 0.428

***

84
Properties=species:S:1:pos:R:3:mulliken_spin:R:1 method="wB97M-V/def2-TZVPD" e_tot_ha=-2675.3544 homo_lumo_gap_ev="5.73 / 6.10" charge=+2 s2=0.7896 de_lowest_kcal_mol=0.0 homo_ev="-12.7 / -12.7" multiplicity=2 e_lumo_ev="-6.93 / -6.56"
Re 0.656 0.139 -0.606 0.910
N -5.991 0.946 4.493 0.000
C -5.227 0.987 3.368 0.000
C -4.287 2.010 3.178 0.000
C -3.492 2.031 2.054 0.001
C -3.626 1.034 1.088 0.002
C -4.568 0.015 1.257 0.000
C -5.351 -0.011 2.386 0.000
S -2.693 1.107 -0.356 0.002
O -2.005 2.371 -0.414 -0.002
O -3.470 0.631 -1.461 0.008
N -1.410 0.032 -0.205 0.046
C -1.551 -1.278 -0.602 -0.027
N -0.332 -1.657 -1.052 -0.026
C -0.141 -2.922 -1.430 -0.009
C -1.207 -3.795 -1.401 0.007
C -2.433 -3.298 -0.960 -0.005
N -2.615 -2.048 -0.542 0.008
H -6.029 1.749 5.097 0.000
H -6.776 0.320 4.540 0.000
H -4.200 2.799 3.914 0.000
H -2.792 2.839 1.903 0.000
H -4.688 -0.741 0.497 0.000
H -6.086 -0.794 2.511 0.000
H 0.853 -3.203 -1.753 0.003
H -1.096 -4.821 -1.716 0.000
H -3.303 -3.942 -0.930 0.000
C 3.758 -2.714 -2.368 0.003
Si 3.388 -0.901 -2.243 0.008
C 4.843 0.229 -2.110 -0.003
C 2.383 -0.501 -3.742 0.011
N 2.407 -0.634 -0.668 -0.039
C 2.939 -1.189 0.527 -0.009
C 4.223 -1.726 0.665 -0.016
C 4.636 -2.244 1.879 0.009
C 3.777 -2.252 2.972 -0.022
C 2.498 -1.726 2.870 0.004
C 2.122 -1.198 1.655 0.026
O 0.874 -0.620 1.424 0.052
C -0.175 -0.816 2.378 0.003
C -0.463 0.217 3.239 -0.001
C -1.527 0.046 4.119 -0.001
C -2.253 -1.136 4.111 0.000
C -1.912 -2.167 3.245 -0.002
C -0.852 -2.015 2.362 -0.003
H 4.616 -2.854 -3.030 0.000
H 2.911 -3.202 -2.857 0.000
H 3.968 -3.247 -1.445 0.000
H 5.533 0.019 -2.930 0.001
H 5.399 0.151 -1.179 0.000
H 4.521 1.265 -2.220 0.001
H 2.884 -1.034 -4.555 -0.001
H 2.347 0.553 -4.014 0.000
H 1.366 -0.891 -3.704 -0.004
H 4.910 -1.733 -0.164 -0.001
H 5.634 -2.647 1.972 0.000
H 4.103 -2.671 3.913 -0.001
H 1.822 -1.724 3.713 0.001
H 0.123 1.126 3.248 0.001
H -1.783 0.839 4.806 0.000
H -3.083 -1.256 4.793 0.000
H -2.472 -3.091 3.253 0.000
H -0.557 -2.808 1.687 0.001
O 1.191 1.917 0.377 0.013
C 0.854 3.329 0.054 0.011
C 1.827 3.814 -0.993 -0.001
C 2.034 2.774 -2.094 0.013
C 0.762 2.322 -2.757 0.004
C 0.182 3.112 -3.734 -0.004
C -0.932 2.671 -4.424 0.017
C -1.429 1.408 -4.142 -0.008
C -0.824 0.673 -3.152 0.036
N 0.230 1.117 -2.433 -0.023
H 1.073 1.760 1.324 -0.001
H 0.936 3.883 0.987 0.000
H -0.179 3.326 -0.284 0.000
H 2.797 4.054 -0.553 -0.001
H 1.423 4.742 -1.403 0.000
H 2.557 1.912 -1.676 0.005
H 2.690 3.176 -2.868 0.002
H 0.631 4.070 -3.960 0.000
H -1.392 3.291 -5.180 0.000
H -2.284 1.001 -4.660 0.000
H -1.198 -0.303 -2.889 0.003